[1]
ORCA calculation (wB97M-V/def2-TZVPD) on C48H61BN19ORuS3 as an isolated structure.

Element x y z (Å)
Ru1 -0.5369 0.1048 0.2123
C1 -0.7513 4.5601 -1.0980
C2 -2.1957 4.8015 -1.5230
C3 -2.2414 4.7942 -3.0553
C4 -2.6724 6.1455 -0.9664
N1 -3.1313 3.7469 -1.0021
C5 -4.4526 3.7274 -1.4121
C6 -5.0906 2.7892 -0.6890
N2 -4.1792 2.2283 0.1739
B1 -4.6626 1.1622 1.1984
N3 -3.8765 1.2456 2.5326
C7 -4.2344 2.1792 3.4757
C8 -3.3839 2.0651 4.5120
N4 -2.4861 1.0581 4.2083
C9 -2.8144 0.5572 2.9959
S1 -2.0925 -0.7736 2.1772
C10 -1.3943 0.7189 5.1794
C11 -0.6566 2.0189 5.5222
C12 -2.0489 0.1127 6.4213
C13 -0.3802 -0.2628 4.6049
N5 -4.6644 -0.2748 0.6135
C14 -5.5332 -1.2102 1.1225
C15 -5.3426 -2.3599 0.4500
N6 -4.3618 -2.1301 -0.4986
C16 -3.9469 -0.8491 -0.3683
S2 -2.7054 -0.0459 -1.2516
C17 -3.9060 -3.2332 -1.4037
C18 -3.1002 -2.7169 -2.5913
C19 -3.0451 -4.1787 -0.5637
C20 -5.1453 -3.9567 -1.9487
C21 -2.9892 2.8283 -0.0177
S3 -1.5491 2.4469 0.8519
H1 -0.1268 5.2786 -1.6282
H2 -0.6025 4.7096 -0.0304
H3 -0.4190 3.5539 -1.3587
H4 -1.6002 5.5940 -3.4227
H5 -1.8653 3.8483 -3.4494
H6 -3.2349 4.9655 -3.4601
H7 -1.9718 6.9285 -1.2549
H8 -3.6580 6.4147 -1.3459
H9 -2.7148 6.1095 0.1229
H10 -4.8379 4.3864 -2.1640
H11 -6.1190 2.4765 -0.7147
H12 -5.8025 1.4328 1.4531
H13 -5.0668 2.8450 3.3329
H14 -3.3540 2.6096 5.4356
H15 -1.2769 2.7207 6.0755
H16 0.2054 1.7845 6.1450
H17 -0.3034 2.5078 4.6127
H18 -2.7343 0.8105 6.9014
H19 -2.5989 -0.7921 6.1598
H20 -1.2781 -0.1519 7.1447
H21 0.0687 0.1196 3.6874
H22 0.4045 -0.3888 5.3509
H23 -0.8207 -1.2378 4.4045
H24 -6.2012 -0.9876 1.9355
H25 -5.8401 -3.3033 0.5571
H26 -2.1384 -2.3076 -2.2881
H27 -2.9286 -3.5557 -3.2657
H28 -3.6439 -1.9472 -3.1386
H29 -2.1706 -3.6471 -0.1806
H30 -3.6018 -4.5831 0.2818
H31 -2.7109 -5.0137 -1.1813
H32 -5.8489 -3.2418 -2.3760
H33 -4.8402 -4.6433 -2.7362
H34 -5.6586 -4.5445 -1.1907
C22 2.7324 3.2476 -1.8459
N7 2.2689 2.7471 -0.5566
C23 1.9728 1.5077 -0.1660
N8 1.4061 1.5286 1.0387
C24 1.4068 2.8607 1.3436
N9 1.9295 3.6182 0.4158
C25 3.6886 2.3171 -2.5484
C26 3.7819 2.3360 -3.9370
C27 4.7024 1.5278 -4.5896
C28 5.5150 0.6579 -3.8764
C29 5.4058 0.6203 -2.4919
C30 4.5172 1.4686 -1.8359
C31 6.1901 -0.2913 -1.6665
N10 7.3618 -0.7978 -1.8364
N11 7.6439 -1.5332 -0.7011
C32 6.6195 -1.4237 0.0735
O1 5.6481 -0.6538 -0.4762
C33 6.3705 -1.9518 1.4101
C34 7.3995 -2.0519 2.3374
C35 7.1065 -2.4583 3.6298
C36 5.8026 -2.7613 3.9903
C37 4.7752 -2.6982 3.0531
C38 3.3990 -3.1596 3.4641
N12 2.2889 -2.6088 2.6894
C39 2.0564 -1.3835 2.2071
N13 0.8546 -1.3474 1.6511
C40 0.3865 -2.6123 1.8353
N14 1.2207 -3.3999 2.4577
C41 5.0665 -2.2923 1.7620
H35 3.2015 4.2101 -1.6436
H36 1.8604 3.4292 -2.4776
H37 2.2382 0.6186 -0.7142
H38 1.0252 3.2608 2.2675
H39 3.1423 2.9967 -4.5108
H40 4.7816 1.5744 -5.6675
H41 6.2243 0.0132 -4.3779
H42 4.5030 1.4639 -0.7541
H43 8.4069 -1.7889 2.0447
H44 7.8962 -2.5234 4.3655
H45 5.5858 -3.0718 5.0056
H46 3.2329 -2.9418 4.5198
H47 3.3145 -4.2388 3.3406
H48 2.7385 -0.5529 2.2822
H49 -0.5921 -2.9367 1.5249
H50 4.2895 -2.2450 1.0091
N15 2.1798 -0.6920 -5.0981
C42 1.2490 0.0207 -4.4123
C43 1.1826 -0.0040 -3.0068
N16 0.2587 0.6674 -2.3457
C44 -0.6039 1.4020 -3.0558
C45 -0.5466 1.4095 -4.4385
N17 0.3656 0.7260 -5.1163
H51 2.9968 -1.0437 -4.6323
H52 2.2419 -0.5297 -6.0894
H53 1.8923 -0.6000 -2.4430
H54 -1.3438 1.9749 -2.5132
H55 -1.2580 1.9778 -5.0260
C46 0.2842 -4.5353 -3.2367
N18 0.4516 -4.2121 -1.8196
C47 0.7372 -5.3125 -0.8986
C48 0.2182 -3.0060 -1.3868
N19 0.0246 -1.9271 -1.0079
H56 1.2046 -4.9721 -3.6240
H57 0.0522 -3.6344 -3.8002
H58 -0.5262 -5.2548 -3.3628
H59 1.6709 -5.7952 -1.1872
H60 -0.0673 -6.0482 -0.9400
H61 0.8308 -4.9408 0.1188

Values from the calculation:
<S²>   8.768
Multiplicity   6
Total charge   +2
HOMO energy (alpha / beta)   -12.15 / -12.77 eV


[2]
ORCA calculation (wB97M-V/def2-TZVPD) on C48H62As3ClCsF3N6O4P as an isolated structure.

Element x y z (Å)
Cs1 0.3269 0.7551 -0.1393
Cl1 7.9626 -0.9703 -3.0597
C1 6.4920 -0.1984 -2.4980
C2 5.6365 0.4276 -3.4206
C3 4.4691 0.9927 -2.9940
C4 4.0319 0.9653 -1.6125
O1 2.8963 1.3747 -1.2891
C5 4.9943 0.3996 -0.6846
C6 4.8375 0.4211 0.7509
N1 3.8853 0.9492 1.4193
C7 4.0139 0.9989 2.8019
C8 5.1711 1.4046 3.4296
C9 5.2514 1.5089 4.8332
C10 4.1723 1.2277 5.6181
C11 2.9530 0.8312 5.0155
C12 1.7863 0.5635 5.7662
C13 0.6373 0.2171 5.1202
C14 0.6594 0.1146 3.7133
N2 1.7221 0.3285 2.9832
C15 2.8653 0.7080 3.6091
C16 6.1810 -0.1854 -1.1653
H1 5.9070 0.4427 -4.4695
H2 3.7900 1.4588 -3.6976
H3 5.6630 -0.0703 1.2952
H4 6.0235 1.6853 2.8239
H5 6.1818 1.8316 5.2842
H6 4.2225 1.3181 6.6966
H7 1.8202 0.6493 6.8465
H8 -0.2781 0.0216 5.6609
H9 -0.2428 -0.1629 3.1730
H10 6.8757 -0.6196 -0.4516
C17 -4.3737 0.7849 1.0030
As1 -2.7193 0.5837 2.0361
C18 -2.7776 2.3716 2.8346
C19 -3.4982 -0.3233 3.6336
C20 -3.5763 -1.8573 3.6547
C21 -4.2088 -2.3604 2.3493
C22 -2.1923 -2.5094 3.8563
As2 -1.0168 -2.7211 2.2598
C23 -1.6464 -4.5006 1.7058
C24 0.5106 -3.4198 3.2904
C25 -4.5353 -2.3250 4.7758
As3 -4.4507 -1.8793 6.7033
C26 -2.5554 -1.5397 7.0873
C27 -5.0140 0.0046 6.6778
H11 -5.2035 1.0431 1.6646
H12 -4.6108 -0.1258 0.4557
H13 -4.1939 1.5932 0.2973
H14 -3.7398 2.5489 3.3195
H15 -2.6273 3.0831 2.0227
H16 -1.9767 2.4826 3.5675
H17 -4.5036 0.0914 3.7650
H18 -2.9015 0.0233 4.4836
H19 -3.5885 -2.1127 1.4836
H20 -5.1890 -1.9034 2.1958
H21 -4.3367 -3.4450 2.3743
H22 -2.3163 -3.5136 4.2770
H23 -1.6107 -1.9351 4.5807
H24 -1.8428 -5.1256 2.5795
H25 -0.8712 -4.9619 1.0943
H26 -2.5411 -4.4220 1.0935
H27 0.1955 -4.2115 3.9733
H28 0.9845 -2.6170 3.8548
H29 1.2427 -3.8235 2.5893
H30 -4.5674 -3.4188 4.7603
H31 -5.5511 -1.9997 4.5190
H32 -1.9612 -2.4388 6.9342
H33 -2.4814 -1.2491 8.1359
H34 -2.1652 -0.7334 6.4707
H35 -6.0020 0.0777 6.2228
H36 -4.3232 0.6435 6.1315
H37 -5.0873 0.3509 7.7090
C28 -4.8381 5.3147 -4.8153
C29 -3.7652 4.6147 -5.6358
C30 -4.3651 4.0131 -6.8992
C31 -3.2762 3.4035 -7.7632
C32 -2.4506 2.4356 -6.9588
C33 -1.7573 1.4203 -7.5822
C34 -1.0060 0.5274 -6.8313
F1 -0.3391 -0.4506 -7.4860
C35 -0.9358 0.6106 -5.4701
C36 -1.6358 1.6280 -4.8156
C37 -1.5441 1.6829 -3.3282
O2 -0.8726 0.8330 -2.7475
C38 -2.2737 2.7772 -2.7244
C39 -2.9609 3.6247 -3.5304
N3 -3.0759 3.5528 -4.8801
C40 -2.3899 2.5465 -5.5558
C41 -2.3710 3.0943 -1.2162
O3 -2.9239 4.1702 -0.9282
O4 -1.9160 2.2291 -0.4323
H38 -5.3887 5.9876 -5.4735
H39 -4.4318 5.9103 -4.0010
H40 -5.5387 4.5902 -4.3969
H41 -3.0136 5.3563 -5.9375
H42 -4.8975 4.7946 -7.4437
H43 -5.0958 3.2507 -6.6122
H44 -2.6363 4.2018 -8.1538
H45 -3.7030 2.8914 -8.6273
H46 -1.7963 1.3072 -8.6587
H47 -0.3564 -0.0851 -4.8786
H48 -3.4677 4.4345 -3.0277
F2 -1.7627 -4.0768 -1.4055
C42 -0.8860 -3.4016 -2.2448
F3 -0.6339 -4.3126 -3.2833
H49 -1.4570 -2.5832 -2.7007
C43 3.6979 -4.3026 -0.8301
N4 3.8121 -2.8017 -0.8971
C44 3.8689 -2.4172 -2.3637
N5 2.7365 -2.8926 -3.0742
C45 2.6273 -4.3375 -2.9447
N6 2.5704 -4.7840 -1.5536
C46 1.2670 -4.4894 -0.9321
P1 0.6329 -2.7435 -1.1905
C47 2.6093 -2.1854 -0.2323
C48 1.4920 -2.1729 -2.7543
H50 3.6268 -4.5748 0.2228
H51 4.6184 -4.7086 -1.2609
H52 4.6996 -2.5011 -0.4818
H53 4.7873 -2.8597 -2.7612
H54 3.9332 -1.3358 -2.4078
H55 3.5055 -4.7904 -3.4155
H56 1.7299 -4.6780 -3.4567
H57 1.3692 -4.6495 0.1442
H58 0.5496 -5.2194 -1.3101
H59 2.6231 -2.5330 0.8077
H60 2.7769 -1.1063 -0.2214
H61 1.7429 -1.1182 -2.6151
H62 0.8245 -2.2539 -3.6144

Values from the calculation:
Total charge   -1
Energy above the lowest of the compared OMol25 structures with the same formula, charge and spin   0.0 kcal/mol
HOMO energy   -4.40 eV


Which of these has the highest total charge?
C48H61BN19ORuS3


The lowest total charge belongs to which entry?
C48H62As3ClCsF3N6O4P


Which of these has the lowest total charge?
C48H62As3ClCsF3N6O4P